Record 1
{
  "formula": "C3H4O2S2",
  "method": "ωB97M-V/def2-TZVPD",
  "symbols": ["H", "H", "C", "H", "H", "S", "S", "C", "O", "O", "C"],
  "positions_angstrom": [[-1.226317, -1.193321, -0.759789], [-2.495008, 1.238269, 0.668484], [-1.228636, -0.349647, -0.019470], [3.152860, -0.750602, 0.176898], [-0.805582, -0.941235, 0.806037], [0.126192, 2.178593, -0.374693], [2.768360, 0.585690, 0.311920], [1.172735, -0.090584, -0.244181], [-2.470120, 0.098059, 0.395757], [1.045838, -1.344458, -0.664126], [-0.040322, 0.569235, -0.296838]],
  "atomic_forces_ev_per_a": [[-0.6391, 1.2187, -0.0173], [0.6078, -5.2107, -1.4572], [1.3515, -0.9213, 0.5900], [0.2087, 1.2814, 0.2493], [0.0442, 0.1206, 0.3231], [-1.2026, 0.3095, -0.1383], [-1.4282, -2.1594, -0.7615], [2.7765, -8.1800, -2.1021], [-0.7217, 5.5016, 0.4981], [1.9172, 5.2429, 1.8856], [-2.9142, 2.7967, 0.9303]],
  "mulliken_charge": [0.335, 0.342, -0.293, 0.178, 0.342, -0.247, -0.172, 0.207, -0.558, -0.552, 0.419],
  "orbital_gap_ev": 7.80,
  "e_above_lowest_kj_mol": 287.5,
  "smiles": "O=C(S)C(=S)CO",
  "homo_energy_ha": -0.3541,
  "total_energy_ev": -28938.0736,
  "largest_force_ev_per_a": 8.9
}

Record 2
{
  "formula": "C3H4O2Zn",
  "method": "ωB97M-V/def2-TZVPD",
  "symbols": ["O", "H", "C", "H", "Zn", "C", "H", "H", "O", "C"],
  "positions_angstrom": [[0.560782, -0.599777, -1.117786], [-0.069381, 2.981259, -0.064974], [-0.382980, 1.944097, 0.109311], [-0.127251, -3.407152, -0.567605], [-0.395042, -0.738472, 0.786157], [0.887989, -1.809535, -1.216734], [-1.433005, 1.455866, -0.335928], [0.959863, 1.480627, 1.590230], [0.005967, -2.482274, -0.340609], [-0.006941, 1.175363, 1.157939]],
  "atomic_forces_ev_per_a": [[0.7826, -1.9947, 0.0869], [-0.0649, -0.6192, -0.3024], [-3.9385, -2.2337, 1.0848], [0.2428, -0.2962, 0.1700], [0.6202, 0.7946, -0.8660], [0.0158, 2.2454, -1.3305], [2.8488, 2.1895, 0.2025], [-0.5690, -0.1998, 0.5527], [-1.2081, -0.4610, 1.4643], [1.2703, 0.5752, -1.0624]],
  "mulliken_charge": [-0.279, 0.287, -0.588, 0.309, 0.276, -0.128, 0.065, 0.358, -0.233, -0.066],
  "orbital_gap_ev": 7.60,
  "e_above_lowest_kj_mol": 19.2,
  "homo_energy_ha": -0.3085,
  "total_energy_ev": -55684.2883,
  "largest_force_ev_per_a": 4.7
}

Record 3
{
  "formula": "C3H4O3",
  "method": "ωB97M-V/def2-TZVPD",
  "symbols": ["O", "H", "C", "O", "C", "H", "C", "H", "H", "O"],
  "positions_angstrom": [[0.568254, 0.541616, -1.109202], [0.104789, -0.193280, 1.430249], [0.487641, -0.592112, -0.695281], [-1.470056, 1.130188, 0.557398], [-1.158218, 1.909103, -0.256262], [0.805215, -1.443232, -1.328477], [0.380142, -0.993861, 0.740437], [1.440742, -1.203478, 0.773981], [-0.204414, -1.908703, 0.918176], [-0.954095, 2.753759, -1.031018]],
  "atomic_forces_ev_per_a": [[-0.1221, -0.6506, -0.1386], [0.1907, -0.2692, -0.2704], [0.6021, 0.2757, 0.0336], [-0.0728, 0.6491, -0.4477], [-0.4635, 0.5993, -0.0048], [-0.4142, 0.0350, -0.3473], [-0.4979, 0.1896, -0.2497], [0.5677, -0.5295, 1.0239], [0.3512, 0.2822, -0.1786], [-0.1412, -0.5817, 0.5796]],
  "mulliken_charge": [-0.511, 0.299, 0.128, -0.458, 0.838, 0.349, -0.834, 0.288, 0.296, -0.394],
  "orbital_gap_ev": 11.07,
  "e_above_lowest_kj_mol": 42.9,
  "smiles": "O=C=O.CC=O",
  "homo_energy_ha": -0.3776,
  "total_energy_ev": -9318.2556,
  "largest_force_ev_per_a": 1.3
}

Record 4
{
  "formula": "C3H4O3",
  "method": "ωB97M-V/def2-TZVPD",
  "symbols": ["H", "O", "O", "O", "H", "C", "C", "C", "H", "H"],
  "positions_angstrom": [[1.125683, 1.426277, -0.020761], [-0.582449, 0.227676, 1.771133], [-0.905013, 0.773546, -0.573798], [1.341715, -0.106677, -1.363865], [0.557844, -1.426963, 0.828324], [0.238090, -0.395939, 0.795738], [0.675939, 0.471456, -0.299438], [-1.213163, -0.032769, 0.505924], [-1.965287, -0.814350, 0.472645], [0.726642, -0.122256, -2.115903]],
  "atomic_forces_ev_per_a": [[-0.0408, -0.0118, -0.0959], [-0.0687, 0.9752, -0.9744], [2.0632, 1.0186, -0.3250], [-1.0902, 0.0254, 0.1815], [0.2718, 0.0348, 0.7695], [-2.0472, -2.2985, 0.2627], [-1.8566, 2.3779, -0.7363], [3.0507, -2.7868, 0.6469], [-0.4934, 0.7478, 0.0766], [0.2112, -0.0825, 0.1943]],
  "mulliken_charge": [0.264, -0.395, -0.446, -0.492, 0.343, -0.280, 0.303, 0.020, 0.347, 0.337],
  "orbital_gap_ev": 10.29,
  "e_above_lowest_kj_mol": 397.9,
  "smiles": "O[C@H]1O[C@@H]2O[C@@H]21",
  "homo_energy_ha": -0.3479,
  "total_energy_ev": -9314.5767,
  "largest_force_ev_per_a": 4.2
}

Record 5
{
  "formula": "C3H4O3",
  "method": "ωB97M-V/def2-TZVPD",
  "symbols": ["H", "H", "H", "O", "C", "C", "O", "H", "C", "O"],
  "positions_angstrom": [[0.115590, -2.212809, -0.887398], [0.859022, -0.607868, 0.904505], [0.413227, 2.701204, -0.039635], [1.240199, 1.302627, -0.183853], [0.146327, 1.657320, 0.200563], [-0.277021, -1.173805, -0.804362], [-0.729111, -0.592388, -1.755762], [-0.758865, -1.236246, 1.279444], [-0.192732, -0.593740, 0.595339], [-0.747412, 0.745637, 0.682273]],
  "atomic_forces_ev_per_a": [[-0.0544, 0.1857, 0.0492], [-0.2223, 0.0217, -0.0343], [-3.4934, 1.1389, 1.2209], [1.1428, -2.1018, -0.1787], [2.4029, -0.7272, -0.8855], [-0.2033, 0.3397, -0.2953], [0.2211, -0.3083, 0.4859], [-0.0929, 0.3256, -0.0989], [-0.1478, 0.1704, 0.0045], [0.4473, 0.9553, -0.2678]],
  "mulliken_charge": [0.329, 0.305, 0.524, -0.499, 0.164, 0.089, -0.447, 0.343, -0.389, -0.419],
  "orbital_gap_ev": 11.22,
  "e_above_lowest_kj_mol": 260.1,
  "smiles": "O=CCOC=O",
  "homo_energy_ha": -0.3790,
  "total_energy_ev": -9316.0049,
  "largest_force_ev_per_a": 3.9
}

Record 6
{
  "formula": "C3H4O3",
  "method": "ωB97M-V/def2-TZVPD",
  "symbols": ["C", "H", "C", "C", "H", "O", "H", "O", "O", "H"],
  "positions_angstrom": [[0.964492, -0.352568, 0.735481], [0.860275, 0.927411, -0.999200], [0.251263, 0.159387, -0.515195], [-1.002509, 0.778079, 0.098237], [-0.556745, -1.524762, -1.051196], [-2.036298, 0.164858, 0.194935], [-0.860223, 1.780449, 0.550618], [1.672205, 0.323570, 1.434819], [0.021481, -0.857550, -1.442384], [0.686057, -1.398872, 0.993886]],
  "atomic_forces_ev_per_a": [[0.2991, 0.2756, 0.3512], [-0.0638, -0.0505, 0.1272], [0.0978, 0.1519, 0.0170], [-0.3782, -0.2138, 0.0705], [-0.1747, 0.1231, -0.0487], [0.4216, 0.2532, -0.2041], [-0.0785, -0.1230, -0.0868], [-0.2495, -0.3404, -0.3268], [-0.0612, -0.1310, 0.1298], [0.1876, 0.0549, -0.0293]],
  "mulliken_charge": [-0.010, 0.344, 0.128, -0.029, 0.341, -0.464, 0.370, -0.443, -0.536, 0.299],
  "orbital_gap_ev": 10.12,
  "e_above_lowest_kj_mol": 164.8,
  "smiles": "O=CC(O)C=O",
  "homo_energy_ha": -0.3708,
  "total_energy_ev": -9316.9926,
  "largest_force_ev_per_a": 0.5
}

Record 7
{
  "formula": "C3H4O3",
  "method": "ωB97M-V/def2-TZVPD",
  "symbols": ["O", "H", "H", "H", "C", "C", "O", "C", "O", "H"],
  "positions_angstrom": [[2.124607, -0.961678, -0.463326], [0.734988, 0.750140, 1.280086], [1.141636, 1.705495, -0.201052], [-2.062957, -0.542581, -0.728732], [-1.209518, -0.382424, -0.070224], [0.596940, 0.846944, 0.190037], [-0.762426, 0.936394, -0.169622], [1.023050, -0.513422, -0.322403], [-0.127690, -1.215394, -0.489633], [-1.458630, -0.623478, 0.974867]],
  "atomic_forces_ev_per_a": [[-0.6587, 0.1881, -0.0884], [-0.0906, 0.4026, -0.0021], [0.0462, -0.2780, 0.0271], [0.1160, 0.0361, 0.0590], [-0.3181, -0.1165, 0.0541], [0.2509, 0.0335, 0.1619], [-0.0460, 0.0166, 0.0245], [0.5253, -0.1643, 0.0216], [0.1289, -0.0291, -0.1085], [0.0461, -0.0889, -0.1492]],
  "mulliken_charge": [-0.541, 0.225, 0.280, 0.222, -0.145, -0.194, -0.351, 0.542, -0.306, 0.268],
  "orbital_gap_ev": 11.31,
  "e_above_lowest_kj_mol": 85.2,
  "smiles": "O=C1COCO1",
  "homo_energy_ha": -0.3867,
  "total_energy_ev": -9317.8175,
  "largest_force_ev_per_a": 0.7
}

Record 8
{
  "formula": "C3H4O3",
  "method": "ωB97M-V/def2-TZVPD",
  "symbols": ["H", "H", "H", "C", "O", "C", "C", "H", "O", "O"],
  "positions_angstrom": [[1.206500, 0.341043, -1.278346], [-1.653800, -0.437777, -0.640076], [-0.195960, 1.205643, -1.551686], [-0.603220, -0.642437, -0.433946], [0.531640, 0.237443, 2.729554], [0.435350, 0.110573, 1.535904], [0.245780, 0.545093, -0.805606], [-0.244450, -1.477787, -1.035266], [-0.333280, -0.921937, 0.946934], [0.611440, 1.040143, 0.532534]],
  "atomic_forces_ev_per_a": [[0.0465, -0.6933, 0.1160], [-0.0701, -0.2192, 0.5015], [-0.5362, 0.8005, 1.0775], [0.6926, -0.6220, -0.4422], [1.0054, -0.1680, -2.3877], [-3.5816, 0.1934, -0.7909], [1.5071, -0.2861, 1.1701], [-0.4696, -0.3010, 0.1266], [0.8917, 0.5388, 0.2576], [0.5142, 0.7569, 0.3716]],
  "mulliken_charge": [0.226, 0.259, 0.305, -0.229, -0.476, 0.654, -0.300, 0.256, -0.338, -0.357],
  "orbital_gap_ev": 11.91,
  "e_above_lowest_kj_mol": 106.8,
  "smiles": "O=C1OCCO1",
  "homo_energy_ha": -0.4121,
  "total_energy_ev": -9317.5936,
  "largest_force_ev_per_a": 3.7
}

Record 9
{
  "formula": "C3H4O3",
  "method": "ωB97M-V/def2-TZVPD",
  "symbols": ["O", "C", "C", "H", "H", "O", "C", "O", "H", "H"],
  "positions_angstrom": [[0.216674, -2.001840, 0.116680], [-0.588101, 0.935431, 0.880508], [-0.111832, -1.388384, -0.860894], [1.361436, 0.069093, 0.609191], [-0.701014, -1.784191, -1.697529], [-1.639831, 0.368264, 0.740830], [0.625713, 0.629417, 0.018792], [0.201190, -0.102732, -1.114408], [-0.451523, 1.722029, 1.648267], [1.087289, 1.552912, -0.341437]],
  "atomic_forces_ev_per_a": [[-0.1587, 0.2753, -0.3966], [-0.2442, -0.1424, 0.0185], [0.0822, -0.3038, 0.2323], [-0.1126, 0.1001, -0.0187], [0.1435, -0.0495, 0.0350], [0.3816, 0.3395, 0.0643], [-0.0202, 0.1050, 0.0500], [-0.0174, -0.1132, -0.0326], [0.0461, -0.1036, 0.0020], [-0.1004, -0.1073, 0.0457]],
  "mulliken_charge": [-0.490, 0.117, 0.213, 0.303, 0.361, -0.443, -0.402, -0.326, 0.352, 0.315],
  "orbital_gap_ev": 11.24,
  "e_above_lowest_kj_mol": 108.6,
  "smiles": "O=CCOC=O",
  "homo_energy_ha": -0.3819,
  "total_energy_ev": -9317.5749,
  "largest_force_ev_per_a": 0.5
}

Record 10
{
  "formula": "C3H4O3",
  "method": "ωB97M-V/def2-TZVPD",
  "symbols": ["H", "H", "O", "C", "C", "O", "O", "C", "H", "H"],
  "positions_angstrom": [[-0.754373, -2.201733, -0.646264], [2.151981, -0.362315, 1.559468], [0.490561, 1.158631, 1.634659], [-0.256148, 0.277732, -0.455796], [-0.877233, -0.946677, -0.900658], [-0.808443, 1.409392, -0.730762], [1.501168, -0.684030, 0.840488], [0.545380, 0.301746, 0.717253], [-1.643616, -0.886225, -1.938034], [-0.349277, 1.933480, -0.080354]],
  "atomic_forces_ev_per_a": [[0.4171, 4.4442, -0.3568], [-1.7627, -0.7227, -1.3474], [-0.3679, -1.3602, -3.0704], [-3.4100, -7.7039, -1.4321], [-0.0876, -0.6067, -2.3059], [-0.4750, 2.2511, -1.1475], [0.3470, 1.3266, 0.5852], [3.4088, 0.1829, 5.0846], [2.1940, 0.2630, 3.5328], [-0.2639, 1.9256, 0.4574]],
  "mulliken_charge": [0.235, 0.359, -0.611, 0.366, -0.692, -0.466, -0.473, 0.730, 0.209, 0.342],
  "orbital_gap_ev": 9.06,
  "e_above_lowest_kj_mol": 300.4,
  "smiles": "C=C(O)C(=O)O",
  "homo_energy_ha": -0.3391,
  "total_energy_ev": -9315.5875,
  "largest_force_ev_per_a": 8.5
}

Record 11
{
  "formula": "C3H4O3",
  "method": "ωB97M-V/def2-TZVPD",
  "symbols": ["O", "C", "H", "C", "H", "C", "O", "H", "O", "H"],
  "positions_angstrom": [[-1.440911, -1.046504, 0.128090], [0.774827, -0.475973, 0.002994], [-0.516828, 1.444580, 1.101909], [-0.630826, -0.236338, -0.478074], [0.323423, -2.116771, 0.480063], [-0.137082, 1.256278, 0.096397], [1.165585, -1.566271, 0.570152], [-0.690615, -0.092899, -1.588592], [1.269000, 0.706924, 0.252867], [-0.116571, 2.126973, -0.565805]],
  "atomic_forces_ev_per_a": [[0.0584, 0.1128, -0.0985], [0.0914, -0.1287, 0.7119], [0.0717, -0.0222, -0.2341], [0.5063, 0.4440, -0.1350], [0.3413, 0.1862, 0.0684], [-0.1649, -0.1118, 0.0292], [-0.5124, 0.5616, -0.5464], [-0.0025, -0.0945, 0.3480], [-0.3681, -0.6702, -0.3133], [-0.0212, -0.2772, 0.1698]],
  "mulliken_charge": [-0.828, 0.463, 0.247, 0.239, 0.385, -0.341, -0.392, 0.272, -0.302, 0.258],
  "orbital_gap_ev": 8.87,
  "e_above_lowest_kj_mol": 359.5,
  "homo_energy_ha": -0.3224,
  "total_energy_ev": -9314.9742,
  "largest_force_ev_per_a": 0.9
}

Record 12
{
  "formula": "C3H4O3",
  "method": "ωB97M-V/def2-TZVPD",
  "symbols": ["C", "O", "H", "H", "H", "O", "C", "O", "C", "H"],
  "positions_angstrom": [[0.857031, 0.006330, 0.021400], [2.064816, -0.099918, 0.072344], [-1.565158, 0.871287, 1.175557], [-2.041690, 1.265105, -0.459518], [-1.693573, -1.384230, 0.840732], [0.030514, -0.967079, -0.070079], [-1.282152, 0.788964, 0.075063], [0.135455, 1.098760, -0.137682], [-1.379076, -0.784046, -0.022554], [-1.720684, -1.073755, -0.916879]],
  "atomic_forces_ev_per_a": [[2.0814, 0.2976, -0.9103], [-1.8342, 0.6044, 0.2156], [0.7917, 1.0462, -1.1721], [-0.2271, 1.3070, -1.4587], [-0.5648, 0.6682, -0.3322], [0.1422, -5.6902, 0.3098], [0.1021, -2.3731, 4.0526], [-2.2197, 2.8320, 0.2339], [3.4229, 2.7875, 2.1986], [-1.6946, -1.4796, -3.1373]],
  "mulliken_charge": [0.741, -0.561, 0.233, 0.388, 0.235, -0.371, -0.324, -0.341, -0.247, 0.246],
  "orbital_gap_ev": 11.55,
  "e_above_lowest_kj_mol": 164.1,
  "smiles": "O=C1OCCO1",
  "homo_energy_ha": -0.4019,
  "total_energy_ev": -9317.0001,
  "largest_force_ev_per_a": 5.7
}